--- a ---
The following is a quantum chemistry calculation of a gas-phase ion, C5H11N4 (charge +1), from the Open Molecules 2025 dataset.

```
! RIJCOSX wB97M-V def2-TZVPD def2/J DEFGRID3
* xyz 1 1
C 1.050 1.001 -0.914
N 0.553 0.015 0.090
C 1.172 -1.286 -0.274
C 1.006 0.402 1.371
N -0.835 -0.079 -0.023
C -1.719 -0.657 -0.948
N -2.891 -0.459 -0.473
C -2.739 0.294 0.663
N -1.534 0.490 1.014
H 0.668 2.008 -0.960
H 2.187 1.250 -1.035
H 0.835 0.566 -1.911
H 0.845 -1.949 0.552
H 0.665 -1.654 -1.194
H 2.275 -1.145 -0.506
H 0.920 -0.322 2.053
H 2.026 0.865 1.247
H 0.383 1.155 1.867
H -1.378 -1.027 -1.924
H -3.488 0.529 1.305
*
```

## Properties
LUMO energy (eV): -2.878
SMILES: C[N+](C)(C)n1cncn1

***

--- b ---
The following is a quantum chemistry calculation of a molecular structure, C5H11N4, from the Open Molecules 2025 dataset.

```
! RIJCOSX wB97M-V def2-TZVPD def2/J DEFGRID3
* xyz 1 1
C -1.422 0.086 -0.315
C 0.125 1.486 -1.203
C -0.470 -0.165 0.876
C 0.645 -0.532 -0.092
C -0.091 0.972 1.816
N -1.099 1.323 -0.958
N 1.082 0.540 -0.839
N -0.837 -1.030 -1.143
N 1.499 -1.526 0.122
H -2.495 0.025 -0.140
H 0.465 2.373 -1.710
H -0.790 -1.033 1.450
H 0.710 0.644 2.479
H -0.949 1.263 2.420
H 0.253 1.848 1.267
H 1.949 0.482 -1.354
H -0.973 -0.908 -2.145
H -1.195 -1.939 -0.855
H 2.291 -1.674 -0.482
H 1.302 -2.237 0.807
*
```

## Properties
LUMO energy (eV): -3.076

***

b ends up most stable, edging out the next structure by 333.5 kJ/mol.

***

--- a ---
The following is a quantum chemistry calculation of 8 unconnected molecules or ions with the total composition C32H48O24, from the Open Molecules 2025 dataset.

```
! RIJCOSX wB97M-V def2-TZVPD def2/J DEFGRID3
* xyz 0 1
C -0.168 -3.874 2.085
C 0.647 -3.134 3.196
C 0.248 -1.611 3.117
O 0.078 -1.330 4.462
C -0.075 -2.497 5.146
O -0.355 -2.563 6.326
O 0.185 -3.505 4.405
H -1.244 -3.740 2.189
H -0.050 -4.939 2.283
H 0.175 -3.666 1.071
H 1.717 -3.220 3.011
H -0.574 -1.318 2.464
H 1.096 -1.039 2.742
C 2.739 -2.598 -5.331
C 2.252 -2.091 -6.805
C 1.848 -0.616 -6.953
O 2.661 -0.216 -8.018
C 3.386 -1.301 -8.503
O 4.025 -1.355 -9.556
O 3.337 -2.262 -7.645
H 3.582 -1.996 -4.992
H 3.127 -3.602 -5.159
H 1.911 -2.454 -4.637
H 1.498 -2.779 -7.188
H 2.301 -0.121 -6.094
H 0.773 -0.516 -7.099
C 2.799 2.213 -2.411
C 4.179 2.034 -2.902
C 5.363 2.241 -1.859
O 6.032 0.953 -1.956
C 5.379 0.156 -2.677
O 5.858 -0.903 -2.883
O 4.306 0.704 -3.288
H 2.759 3.233 -2.028
H 2.638 1.471 -1.629
H 2.124 1.954 -3.226
H 4.368 2.827 -3.626
H 5.113 2.158 -0.801
H 6.069 3.057 -2.011
C -2.220 3.829 6.493
C -3.174 3.307 5.471
C -3.741 4.474 4.660
O -3.624 4.082 3.329
C -2.820 3.127 3.277
O -2.302 2.675 2.262
O -2.536 2.544 4.453
H -1.603 2.974 6.769
H -2.668 4.190 7.419
H -1.559 4.596 6.089
H -4.016 2.788 5.928
H -3.224 5.407 4.884
H -4.815 4.582 4.812
C 2.647 4.158 1.152
C 1.990 4.306 2.635
C 0.903 3.357 3.067
O 1.865 2.481 3.692
C 2.839 3.176 4.214
O 3.588 2.852 5.071
O 2.854 4.347 3.694
H 3.386 4.880 0.806
H 1.793 4.340 0.500
H 2.947 3.140 0.904
H 1.493 5.276 2.612
H 0.508 2.770 2.238
H 0.094 3.653 3.735
C -1.931 1.382 -1.615
C -0.567 0.896 -1.047
C -0.603 0.140 0.266
O 0.146 -1.031 0.033
C 0.325 -1.154 -1.325
O 0.908 -1.969 -1.994
O -0.211 -0.160 -1.952
H -2.704 0.621 -1.724
H -1.751 1.870 -2.573
H -2.250 2.123 -0.882
H 0.204 1.665 -1.101
H -1.639 -0.133 0.465
H -0.332 0.795 1.093
C -3.333 -1.070 3.361
C -3.874 -0.887 4.730
C -5.055 0.097 4.877
O -5.991 -0.859 5.266
C -5.407 -2.047 5.595
O -6.081 -3.045 5.997
O -4.226 -2.111 5.197
H -3.121 -0.126 2.859
H -4.042 -1.480 2.641
H -2.433 -1.648 3.151
H -3.037 -0.568 5.350
H -5.295 0.581 3.930
H -4.924 0.834 5.669
C -0.123 -5.476 -5.475
C -1.412 -4.636 -5.289
C -1.234 -3.431 -4.354
O -1.170 -2.349 -5.216
C -1.707 -2.699 -6.368
O -2.046 -2.037 -7.202
O -1.708 -3.971 -6.499
H 0.615 -5.050 -6.155
H -0.446 -6.423 -5.907
H 0.413 -5.509 -4.526
H -2.220 -5.320 -5.029
H -0.279 -3.511 -3.836
H -2.166 -3.370 -3.792
*
```

## Properties
LUMO energy (eV): -0.332
SMILES: C[C@H]1COC(=O)O1.C[C@H]1COC(=O)O1.C[C@H]1COC(=O)O1.C[C@H]1COC(=O)O1.C[C@H]1COC(=O)O1.C[C@H]1COC(=O)O1.C[C@H]1COC(=O)O1.C[C@H]1COC(=O)O1

***

--- b ---
The following is a quantum chemistry calculation of 8 unconnected molecules or ions with the total composition C32H48O24, from the Open Molecules 2025 dataset.

```
! RIJCOSX wB97M-V def2-TZVPD def2/J DEFGRID3
* xyz 0 1
C 1.995 0.021 -0.349
C 0.539 -0.015 -0.134
C -0.155 1.368 -0.085
O -1.230 1.298 -1.055
C -1.154 0.066 -1.721
O -1.966 -0.272 -2.590
O -0.063 -0.592 -1.335
H 2.540 0.872 0.058
H 2.144 -0.005 -1.429
H 2.387 -0.944 -0.028
H 0.274 -0.702 0.669
H 0.549 2.146 -0.381
H -0.582 1.670 0.871
C 0.476 4.213 5.576
C 0.076 3.593 4.212
C 0.927 2.431 3.703
O -0.001 1.309 3.667
C -1.198 1.707 3.963
O -2.175 0.990 3.762
O -1.164 2.980 4.387
H -0.301 4.841 6.013
H 1.504 4.560 5.672
H 0.423 3.416 6.318
H -0.028 4.401 3.488
H 1.781 2.239 4.354
H 1.185 2.479 2.645
C 0.835 -2.098 4.492
C 2.181 -2.835 4.168
C 2.465 -2.651 2.600
O 3.603 -1.850 2.570
C 4.181 -1.706 3.835
O 5.267 -1.083 4.060
O 3.311 -2.172 4.770
H -0.033 -2.753 4.418
H 0.690 -1.169 3.941
H 0.874 -1.511 5.410
H 2.205 -3.856 4.550
H 1.640 -2.203 2.045
H 2.715 -3.588 2.102
C -1.583 0.520 -5.688
C -1.670 -0.012 -7.114
C -2.298 0.855 -8.142
O -1.391 0.951 -9.168
C -0.212 0.371 -8.812
O 0.861 0.332 -9.415
O -0.359 -0.219 -7.561
H -1.015 -0.124 -5.016
H -2.635 0.463 -5.409
H -1.279 1.558 -5.823
H -2.148 -0.992 -7.127
H -2.574 1.815 -7.706
H -3.223 0.431 -8.533
C -4.265 5.691 3.081
C -3.621 4.397 2.679
C -4.283 3.505 1.641
O -3.221 3.300 0.657
C -2.217 4.172 0.877
O -1.327 4.409 0.076
O -2.388 4.795 2.043
H -4.987 5.449 3.860
H -4.760 6.151 2.225
H -3.534 6.392 3.484
H -3.339 3.877 3.595
H -5.140 4.015 1.200
H -4.703 2.642 2.156
C -1.743 -3.305 -5.050
C -2.881 -3.217 -4.032
C -4.317 -3.167 -4.578
O -5.013 -4.183 -3.940
C -4.194 -4.944 -3.151
O -4.583 -5.719 -2.258
O -2.890 -4.433 -3.241
H -0.722 -3.210 -4.682
H -1.941 -2.538 -5.798
H -1.784 -4.247 -5.597
H -2.822 -2.370 -3.349
H -4.334 -3.271 -5.663
H -4.721 -2.184 -4.339
C 7.499 1.276 2.186
C 6.347 2.190 1.803
C 5.024 1.394 1.426
O 4.099 2.138 2.136
C 4.637 3.060 2.954
O 4.002 3.819 3.642
O 5.929 3.016 2.832
H 8.346 1.926 2.405
H 7.666 0.711 1.269
H 7.241 0.551 2.958
H 6.590 2.919 1.031
H 5.113 0.325 1.617
H 4.783 1.590 0.381
C 1.081 -4.677 -1.015
C -0.317 -4.117 -0.649
C -1.363 -5.121 -0.196
O -1.763 -4.653 1.061
C -1.157 -3.518 1.316
O -1.528 -2.849 2.264
O -0.023 -3.444 0.545
H 1.363 -5.504 -0.364
H 1.875 -3.938 -0.902
H 0.985 -5.037 -2.039
H -0.742 -3.332 -1.274
H -0.947 -6.123 -0.097
H -2.206 -5.149 -0.886
*
```

## Properties
LUMO energy (eV): 0.308
SMILES: C[C@H]1COC(=O)O1.C[C@H]1COC(=O)O1.C[C@H]1COC(=O)O1.C[C@H]1COC(=O)O1.C[C@H]1COC(=O)O1.C[C@H]1COC(=O)O1.C[C@H]1COC(=O)O1.C[C@H]1COC(=O)O1

***

b ends up most stable, edging out the next structure by 312.4 kJ/mol.

***

--- a ---
The following is a quantum chemistry calculation of 10 unconnected molecules or ions with the total composition C5H30N2O12, from the Open Molecules 2025 dataset.

```
! RIJCOSX wB97M-V def2-TZVPD def2/J DEFGRID3
* xyz 0 1
N 12.656 21.235 10.431
C 12.798 20.210 11.196
N 13.943 19.578 11.068
O 11.960 19.875 12.007
H 11.825 21.804 10.495
H 13.280 21.408 9.655
H 13.991 18.807 11.719
H 14.506 19.592 10.229
O 16.818 22.918 12.434
C 15.550 22.301 12.149
C 14.390 23.065 12.885
O 14.649 24.455 12.813
H 16.607 23.853 12.485
H 15.491 22.292 11.060
H 15.578 21.294 12.567
H 14.407 22.815 13.946
H 13.422 22.791 12.467
H 13.809 24.833 13.083
O 12.459 18.371 7.857
C 11.559 19.475 7.524
C 11.526 19.430 6.026
O 12.696 19.800 5.358
H 13.370 18.672 7.890
H 10.609 19.236 8.002
H 11.961 20.411 7.911
H 10.779 20.113 5.621
H 11.364 18.486 5.506
H 13.191 18.994 5.192
O 15.877 24.436 9.344
H 15.633 25.335 9.567
H 16.095 24.031 10.183
O 13.301 23.626 6.498
H 12.561 23.997 6.978
H 13.656 22.957 7.084
O 16.440 25.208 6.906
H 16.671 26.125 7.052
H 16.442 24.818 7.780
O 14.202 21.972 8.237
H 14.415 21.057 8.054
H 15.005 22.336 8.608
O 14.924 19.410 8.066
H 15.737 19.397 8.571
H 15.148 18.982 7.240
O 17.244 21.716 5.754
H 17.023 21.430 6.641
H 18.177 21.929 5.797
O 17.425 21.844 8.743
H 17.888 21.470 9.493
H 17.981 22.567 8.454
*
```

## Properties
LUMO energy (eV): -0.488
SMILES: NC(N)=O.OCCO.OCCO.O.O.O.O.O.O.O

***

--- b ---
The following is a quantum chemistry calculation of 10 unconnected molecules or ions with the total composition C5H30N2O12, from the Open Molecules 2025 dataset.

```
! RIJCOSX wB97M-V def2-TZVPD def2/J DEFGRID3
* xyz 0 1
N -3.310 3.680 1.344
C -2.687 3.442 2.506
N -1.807 4.408 2.800
O -2.984 2.520 3.272
H -3.908 2.977 0.948
H -3.174 4.578 0.918
H -1.432 4.455 3.733
H -1.454 5.104 2.169
O 0.578 -1.410 0.142
C -0.794 -1.086 0.003
C -1.169 0.171 0.774
O -0.920 0.002 2.155
H 0.803 -2.187 -0.406
H -1.003 -0.859 -1.048
H -1.303 -2.032 0.200
H -2.225 0.434 0.674
H -0.573 1.019 0.429
H -1.290 0.784 2.583
O 2.041 1.003 0.286
C 2.155 1.176 -1.077
C 1.314 2.299 -1.649
O 1.909 3.567 -1.402
H 1.552 0.168 0.387
H 3.190 1.213 -1.437
H 1.887 0.281 -1.660
H 0.307 2.320 -1.220
H 1.151 2.218 -2.724
H 1.980 3.708 -0.454
O 3.027 -1.856 -3.059
H 3.657 -2.438 -3.494
H 3.091 -2.079 -2.125
O 2.764 -2.003 1.887
H 2.588 -1.425 2.638
H 1.962 -1.946 1.354
O -1.422 -0.027 -3.772
H -1.194 0.758 -4.280
H -0.646 -0.590 -3.848
O 0.886 -3.446 -1.549
H 0.022 -3.237 -1.948
H 1.326 -3.990 -2.206
O -0.698 -4.187 1.713
H -0.506 -3.612 0.971
H -0.644 -3.614 2.485
O 1.201 -0.566 3.850
H 0.735 -0.862 4.635
H 0.505 -0.247 3.249
O -1.563 -3.099 -2.752
H -2.476 -2.965 -2.481
H -1.448 -2.523 -3.514
*
```

## Properties
LUMO energy (eV): -0.123
SMILES: NC(N)=O.OCCO.OCCO.O.O.O.O.O.O.O

***

b ends up most stable, edging out the next structure by 108.5 kJ/mol.

***

--- a ---
The following is a quantum chemistry calculation of 3 unconnected molecules or ions with the total composition C2H9NO3, from the Open Molecules 2025 dataset.

```
! RIJCOSX wB97M-V def2-TZVPD def2/J DEFGRID3
* xyz 0 1
C -2.411 0.645 0.013
C -0.938 0.421 -0.117
N -0.536 -0.908 -0.174
O -0.125 1.350 -0.310
H -2.855 0.843 1.031
H -2.620 1.570 -0.666
H -2.905 -0.265 -0.287
H 0.514 -1.113 -0.004
H -1.120 -1.656 0.252
O 4.013 -3.195 -1.679
H 4.576 -2.592 -1.141
H 4.291 -3.489 -2.566
O 0.124 2.786 2.321
H 0.682 2.878 1.565
H -0.690 2.723 1.762
*
```

## Properties
LUMO energy (eV): 0.668
SMILES: CC(N)=O.O.O

***

--- b ---
The following is a quantum chemistry calculation of 3 unconnected molecules or ions with the total composition C2H9NO3, from the Open Molecules 2025 dataset.

```
! RIJCOSX wB97M-V def2-TZVPD def2/J DEFGRID3
* xyz 0 1
C -1.805 -0.318 1.723
N -1.966 1.083 1.422
C -0.942 1.817 0.923
O 0.190 1.416 0.748
H -2.012 -0.939 0.845
H -2.431 -0.725 2.494
H -0.751 -0.501 1.941
H -2.728 1.577 1.856
H -1.140 2.900 0.990
O 3.412 -1.413 1.090
H 4.088 -2.055 1.331
H 2.801 -1.372 1.832
O 0.386 -1.654 -5.131
H -0.319 -1.475 -5.756
H 0.305 -0.973 -4.458
*
```

## Properties
LUMO energy (eV): 0.713
SMILES: CNC=O.O.O

***

a ends up most stable, edging out the next structure by 12.1 kJ/mol.